{"formula": "C7H11NO", "method": "the ωB97M-V functional and the def2-TZVPD basis", "homo_ha": -0.3421, "lumo_energy_ev": 0.8, "homo_lumo_gap_ev": 10.06, "molar_mass_g_mol": 125.171, "total_charge": 0, "smiles": "C[C@@H]1ON=C[C@H]2C[C@]12C", "relative_energy_kj_mol": 780.0, "energy_ha": -403.0369, "symbols": ["H", "C", "H", "C", "H", "H", "H", "H", "N", "C", "H", "C", "H", "H", "H", "H", "C", "C", "C", "O"], "xyz": [[1.99, -1.95, 0.36], [0.12, -0.70, 0.47], [-1.78, -1.17, -1.13], [1.08, -0.04, 1.48], [0.78, -2.53, -0.85], [-3.01, -1.40, 0.23], [0.55, 0.94, 1.56], [2.08, 0.11, 0.84], [0.48, 1.73, -0.35], [1.18, 0.78, -0.89], [0.02, -0.85, -1.95], [-1.19, -0.10, 0.52], [2.15, 1.16, -1.28], [1.26, -0.69, 2.36], [-3.18, 0.06, -0.89], [-1.39, 0.15, 1.60], [1.12, -1.69, -0.32], [0.72, -0.43, -0.92], [-2.36, -0.64, -0.27], [-0.86, 1.37, 0.15]]}

{"formula": "C7H11NO", "method": "the ωB97M-V functional and the def2-TZVPD basis", "homo_ha": -0.3502, "lumo_energy_ev": 0.9, "homo_lumo_gap_ev": 10.44, "molar_mass_g_mol": 125.171, "total_charge": 0, "smiles": "O=CN1CC12CCCC2", "relative_energy_kj_mol": 249.1, "energy_ha": -403.2391, "symbols": ["C", "H", "N", "H", "H", "H", "H", "C", "C", "H", "H", "C", "C", "H", "C", "O", "H", "H", "H", "C"], "xyz": [[2.42, -0.58, -0.66], [1.90, 1.19, 1.44], [1.62, 0.62, -0.63], [-2.78, -0.28, -0.98], [-1.75, -2.06, 0.54], [1.36, 2.47, 0.52], [-1.04, -1.68, -1.15], [-2.06, -0.02, -0.20], [0.33, 0.53, 0.00], [-0.93, 1.38, -1.55], [1.90, -1.38, -1.21], [-0.08, -0.78, 0.70], [-1.29, -1.30, -0.11], [-0.32, -0.72, 1.70], [-0.98, 1.14, -0.47], [3.46, -0.69, 0.01], [0.75, -1.51, 0.79], [-2.79, 0.21, 0.58], [-1.17, 2.08, 0.17], [1.46, 1.38, 0.53]]}

{"formula": "C7H11NO", "method": "the ωB97M-V functional and the def2-TZVPD basis", "homo_ha": -0.2676, "lumo_energy_ev": 0.8, "homo_lumo_gap_ev": 8.10, "molar_mass_g_mol": 125.171, "total_charge": 0, "smiles": "C[C@@]12CN1[C@@H]1C[C@@]1(O)C2", "relative_energy_kj_mol": 587.9, "energy_ha": -403.1100, "symbols": ["H", "H", "C", "C", "O", "H", "H", "C", "C", "H", "H", "N", "H", "H", "H", "C", "H", "C", "H", "C"], "xyz": [[-1.30, -0.01, 2.22], [-2.92, 1.04, -0.57], [-1.03, 0.12, 0.04], [-0.54, 0.07, 1.42], [1.59, 1.44, 0.47], [-0.14, 1.86, -1.18], [-0.35, 0.31, -2.02], [2.28, -0.91, -0.13], [-2.49, 0.04, -0.29], [2.83, -1.31, -0.93], [0.30, 0.63, 1.73], [-0.39, -1.13, 0.57], [0.69, -1.65, -1.14], [-3.02, -0.25, 0.64], [2.25, 1.25, 1.09], [0.84, -1.12, -0.19], [2.83, -0.72, 0.82], [1.37, 0.35, -0.44], [-2.75, -0.76, -1.08], [-0.08, 0.75, -1.04]]}

{"formula": "C7H11NO", "method": "the ωB97M-V functional and the def2-TZVPD basis", "homo_ha": [-0.3053, -0.3053], "lumo_energy_ev": [0.3, 0.3], "homo_lumo_gap_ev": [8.56, 8.56], "molar_mass_g_mol": 125.171, "total_charge": 0, "smiles": "C=C(N)/C(C)=C/C(C)=O", "relative_energy_kj_mol": 118.5, "energy_ha": -403.2888, "symbols": ["H", "H", "H", "C", "C", "N", "H", "C", "C", "C", "H", "C", "C", "H", "O", "H", "H", "H", "H", "H"], "xyz": [[2.28, -2.59, 0.41], [0.12, -1.49, -0.47], [-1.80, -0.95, -1.71], [2.02, -0.54, -0.12], [-1.76, 0.35, -0.03], [-2.52, 1.04, 0.89], [0.30, 1.95, 1.53], [0.18, 1.89, 0.44], [2.68, -1.88, -0.32], [-0.29, 0.51, 0.04], [2.50, -2.24, -1.33], [0.53, -0.52, -0.21], [-2.35, -0.41, -0.95], [-3.43, -0.51, -1.00], [2.69, 0.46, 0.11], [1.13, 2.17, -0.03], [-3.47, 0.70, 1.00], [3.76, -1.79, -0.16], [-0.53, 2.67, 0.14], [-2.05, 1.19, 1.78]]}

{"formula": "C7H11NO", "method": "the ωB97M-V functional and the def2-TZVPD basis", "homo_ha": -0.3421, "lumo_energy_ev": 0.8, "homo_lumo_gap_ev": 10.12, "molar_mass_g_mol": 125.171, "total_charge": 0, "smiles": "C#CN(C)C(=O)C(C)C", "relative_energy_kj_mol": 234.6, "energy_ha": -403.2446, "symbols": ["H", "H", "H", "C", "N", "H", "C", "C", "H", "C", "H", "H", "H", "H", "H", "O", "H", "C", "C", "C"], "xyz": [[0.43, -2.11, 1.87], [1.68, 2.17, -0.58], [-0.55, 0.98, 1.13], [-0.39, -1.59, 1.36], [-0.01, -1.35, -0.03], [1.85, 1.47, 1.03], [1.15, 1.99, 0.37], [-1.15, 1.92, -0.67], [0.59, -4.57, -1.76], [0.28, -0.15, -0.63], [-2.08, 1.35, -0.73], [-1.28, -2.23, 1.37], [-0.80, 2.10, -1.69], [-1.38, 2.89, -0.21], [0.92, 2.96, 0.82], [0.75, -0.04, -1.77], [-0.63, -0.70, 1.92], [0.28, -2.59, -0.70], [-0.11, 1.17, 0.16], [0.43, -3.65, -1.26]]}

{"formula": "C7H11NO2", "method": "the ωB97M-V functional and the def2-TZVPD basis", "homo_ha": -0.3402, "lumo_energy_ev": 0.8, "homo_lumo_gap_ev": 10.10, "molar_mass_g_mol": 141.170, "total_charge": 0, "relative_energy_kj_mol": 715.0, "energy_ha": -478.3245, "symbols": ["C", "H", "H", "C", "H", "C", "C", "H", "O", "H", "H", "H", "C", "N", "C", "H", "H", "H", "O", "C", "H"], "xyz": [[0.44, -0.74, -0.75], [0.10, -0.34, 2.67], [-0.73, 3.20, 1.06], [1.62, -0.25, -1.51], [1.44, 0.75, -1.86], [-0.12, -0.09, 0.32], [-0.52, 0.01, 1.77], [-2.01, 1.97, 0.63], [-0.39, -3.08, -0.09], [0.87, 1.49, 1.26], [-1.43, 0.02, -1.56], [1.81, -0.99, -2.43], [-0.06, 1.20, 0.99], [0.66, -2.55, -0.24], [-1.01, 2.27, 0.60], [-1.58, 0.03, 2.04], [-0.84, 2.40, -0.40], [-1.52, -1.52, -0.75], [1.81, -2.91, -0.05], [-0.99, -0.56, -0.89], [2.47, -0.28, -0.85]]}

{"formula": "C7H11NO2", "method": "the ωB97M-V functional and the def2-TZVPD basis", "homo_ha": -0.3534, "lumo_energy_ev": 0.9, "homo_lumo_gap_ev": 10.56, "molar_mass_g_mol": 141.170, "total_charge": 0, "smiles": "CC[C@]1(C2=NCCO2)CO1", "relative_energy_kj_mol": 351.0, "energy_ha": -478.4631, "symbols": ["H", "C", "H", "H", "C", "C", "N", "C", "H", "H", "O", "O", "H", "H", "C", "H", "H", "C", "H", "H", "C"], "xyz": [[1.37, -0.94, 1.58], [2.14, -1.31, -0.38], [2.41, -2.22, 0.17], [0.60, 1.80, -1.46], [1.27, 1.54, -0.71], [-2.70, 0.60, -0.18], [-1.11, -0.87, 0.69], [1.86, -0.35, 0.79], [-3.19, 0.41, -1.08], [1.26, -1.63, -0.79], [0.90, 2.04, 0.61], [-1.38, 1.18, -0.30], [2.81, -0.02, 1.13], [-3.27, 1.38, 0.37], [-0.58, 0.22, 0.31], [2.24, 1.68, -1.09], [2.96, -1.02, -1.10], [0.83, 0.66, 0.30], [-3.05, -1.06, 1.28], [-2.83, -1.34, -0.52], [-2.56, -0.78, 0.36]]}

{"formula": "C7H11NO2S2", "method": "the ωB97M-V functional and the def2-TZVPD basis", "homo_ha": -0.2724, "lumo_energy_ev": 0.6, "homo_lumo_gap_ev": 8.01, "molar_mass_g_mol": 205.304, "total_charge": 0, "relative_energy_kj_mol": 88.9, "energy_ha": -1274.9275, "symbols": ["S", "O", "H", "H", "C", "C", "C", "H", "H", "H", "C", "H", "H", "C", "H", "S", "C", "H", "H", "N", "O", "C", "H"], "xyz": [[-0.22, -1.28, 1.05], [-1.86, 2.24, -1.20], [0.37, -1.01, -2.42], [-0.36, 0.46, 2.72], [2.00, 0.86, 1.61], [1.71, -0.18, 2.69], [-0.18, 0.25, 0.04], [-2.37, -1.25, -3.48], [2.00, 0.20, 3.67], [2.29, -1.09, 2.51], [-1.58, -0.52, -3.26], [-0.50, 1.15, 0.55], [-1.00, -0.29, -4.17], [-0.68, -0.96, -2.12], [1.38, 1.76, 1.76], [1.64, 0.21, -0.06], [0.21, -0.47, 2.62], [-0.10, -1.21, 3.36], [3.06, 1.12, 1.54], [-0.92, 0.09, -1.13], [-2.23, 0.73, -2.86], [-1.70, 1.14, -1.68], [-0.94, -1.95, -1.74]]}

{"formula": "C7H11NO2Si", "method": "the ωB97M-V functional and the def2-TZVPD basis", "homo_ha": [-0.3165, -0.3089], "lumo_energy_ev": [-0.2, -0.9], "homo_lumo_gap_ev": [8.46, 7.49], "molar_mass_g_mol": 169.256, "total_charge": 0, "relative_energy_kj_mol": 357.4, "energy_ha": -767.8043, "symbols": ["H", "N", "O", "H", "H", "C", "C", "H", "C", "C", "H", "C", "H", "O", "H", "H", "H", "H", "C", "H", "C", "Si"], "xyz": [[-3.79, -1.01, 0.65], [-3.53, 2.08, -1.95], [-3.43, 1.57, -3.03], [0.71, 2.55, 0.40], [0.87, -0.35, -2.17], [0.61, 2.09, -0.56], [-0.20, -0.20, -2.19], [0.64, -1.53, 2.68], [-0.49, -0.62, 0.99], [-2.82, -0.53, 0.48], [-1.78, -1.72, 2.13], [-2.45, 0.50, -0.26], [0.28, 2.80, -1.25], [-3.98, 3.09, -1.52], [-0.24, 0.57, -2.96], [-0.73, -1.06, -2.49], [1.18, -0.01, 2.16], [1.57, -1.29, 1.08], [0.71, -0.96, 1.74], [1.66, 1.86, -0.68], [-1.68, -1.15, 1.30], [-0.55, 0.64, -0.50]]}

{"formula": "C7H11NO5", "method": "the ωB97M-V functional and the def2-TZVPD basis", "homo_ha": -0.3566, "lumo_energy_ev": -1.0, "homo_lumo_gap_ev": 8.71, "molar_mass_g_mol": 189.167, "total_charge": 0, "smiles": "O=NO[C@H]1CCC(=O)O1.CC(C)=O", "relative_energy_kj_mol": 697.4, "energy_ha": -704.0357, "symbols": ["H", "H", "O", "C", "H", "H", "H", "H", "C", "H", "O", "N", "H", "O", "H", "H", "C", "C", "O", "C", "H", "C", "O", "C"], "xyz": [[-1.15, -2.89, 0.85], [1.31, 2.17, -0.08], [1.89, -2.53, 1.24], [-0.22, -3.33, 0.48], [1.54, -3.60, 3.48], [-0.37, -4.40, 0.26], [0.56, -4.88, 2.73], [-1.86, 2.60, -0.49], [0.50, 2.72, -0.74], [-0.22, -3.38, 3.32], [-1.23, 4.39, -3.40], [-0.69, 0.72, 1.04], [0.15, 3.81, -0.38], [-1.41, 1.38, 1.77], [1.66, 3.95, -2.49], [0.06, -2.82, -0.45], [0.89, 3.06, -2.33], [-0.98, 1.96, -0.93], [-1.29, 2.03, -2.39], [0.87, -3.17, 1.50], [1.13, 2.02, -2.80], [-0.68, 3.32, -2.82], [-1.14, 0.68, -0.22], [0.67, -3.80, 2.84]]}